(1)
{"formula": "CH2Cl2N2", "method": "ωB97M-V/def2-TZVPD", "elements": ["C", "N", "N", "Cl", "Cl", "H", "H"], "positions_angstrom": [[-0.032, 1.317, -0.394], [0.643, 2.001, -1.060], [-0.749, -1.551, 1.040], [-1.362, -1.665, -0.600], [1.028, -1.700, 0.950], [-0.926, -0.728, 1.578], [1.398, 2.325, -1.515]], "gap_ev": 9.67, "total_charge": 0, "spin_multiplicity": 1, "e_above_lowest_kcal_mol": 68.88, "homo_energy_ev": -9.61, "lumo_energy_ev": 0.0625, "fmax_ha_per_bohr": 0.0782}

***

(2)
{"formula": "C5H10O", "method": "ωB97M-V/def2-TZVPD", "elements": ["C", "C", "C", "C", "C", "O", "H", "H", "H", "H", "H", "H", "H", "H", "H", "H"], "positions_angstrom": [[0.038, 0.224, 2.234], [0.035, -0.319, 0.843], [-0.989, -0.033, -0.093], [-0.583, -0.487, -1.471], [0.886, 0.122, -1.568], [1.120, 0.874, -0.406], [1.003, 0.696, 2.436], [-0.086, -0.593, 2.956], [-0.757, 0.959, 2.388], [0.762, -1.110, 0.654], [-2.002, 0.211, 0.214], [-0.190, 1.025, -0.177], [-1.246, -0.081, -2.243], [-0.553, -1.576, -1.601], [0.971, 0.759, -2.457], [1.633, -0.679, -1.657]], "gap_ev": 9.27, "total_charge": 0, "spin_multiplicity": 1, "e_above_lowest_kcal_mol": 89.91, "homo_energy_ev": -8.37, "lumo_energy_ev": 0.9010, "fmax_ha_per_bohr": 0.0071}

***

(3)
{"formula": "C3H2N2", "method": "ωB97M-V/def2-TZVPD", "elements": ["C", "C", "N", "C", "N", "H", "H"], "positions_angstrom": [[1.348, 0.273, -0.012], [0.092, 0.545, 0.025], [-1.136, 0.656, 0.070], [-1.827, -0.463, -0.056], [-2.308, -1.504, -0.039], [1.946, 0.497, -0.897], [1.885, -0.004, 0.909]], "gap_ev": 10.58, "total_charge": 0, "spin_multiplicity": 1, "e_above_lowest_kcal_mol": 33.62, "homo_energy_ev": -10.49, "smiles": "C=C=NC#N", "lumo_energy_ev": 0.0909, "fmax_ha_per_bohr": 0.0323}

***

(4)
{"formula": "C35H45N2O2SSb2W", "method": "ωB97M-V/def2-TZVPD", "elements": ["W", "C", "C", "C", "C", "C", "H", "H", "H", "H", "H", "C", "Sb", "C", "C", "C", "C", "C", "C", "C", "C", "C", "Sb", "C", "C", "H", "H", "H", "H", "H", "H", "H", "H", "H", "H", "H", "H", "H", "H", "H", "H", "H", "H", "H", "H", "C", "S", "O", "C", "C", "C", "C", "C", "C", "H", "H", "H", "H", "H", "H", "H", "H", "C", "N", "N", "C", "O", "C", "C", "C", "C", "C", "C", "C", "C", "C", "H", "H", "H", "H", "H", "H", "H", "H", "H", "H", "H", "H"], "positions_angstrom": [[0.465, 0.181, 0.248], [1.154, -1.349, 1.787], [-0.227, -1.159, 2.020], [-0.939, -1.607, 0.880], [-0.015, -2.070, -0.084], [1.289, -1.939, 0.485], [1.912, -1.293, 2.541], [-0.652, -0.947, 2.985], [-2.003, -1.742, 0.833], [-0.272, -2.575, -0.997], [2.194, -2.360, 0.082], [-3.621, -0.231, -1.142], [-2.129, 1.007, -0.293], [-2.802, 2.898, -0.931], [-2.919, 1.074, 1.727], [-3.237, 2.475, 2.187], [-4.533, 2.960, 2.035], [-4.884, 4.240, 2.448], [-3.922, 5.067, 3.007], [-2.629, 4.593, 3.175], [-2.269, 3.299, 2.789], [-0.873, 2.833, 3.124], [0.452, 2.632, 1.448], [-0.104, 4.401, 0.430], [2.285, 3.281, 2.266], [-3.690, -0.052, -2.217], [-4.556, 0.074, -0.667], [-3.439, -1.288, -0.964], [-3.867, 2.755, -1.111], [-2.315, 3.223, -1.846], [-2.661, 3.614, -0.129], [-2.193, 0.602, 2.378], [-3.815, 0.455, 1.696], [-5.293, 2.313, 1.602], [-5.908, 4.582, 2.344], [-4.177, 6.070, 3.327], [-1.886, 5.234, 3.645], [-0.856, 1.897, 3.678], [-0.368, 3.584, 3.736], [0.759, 5.059, 0.473], [-0.932, 4.826, 0.992], [-0.398, 4.237, -0.600], [2.148, 4.321, 2.557], [3.075, 3.199, 1.526], [2.539, 2.693, 3.146], [3.076, 1.993, -2.711], [1.505, 2.451, -2.021], [0.716, 1.154, -1.594], [0.633, 2.910, -3.484], [0.940, 4.152, -4.029], [0.338, 4.507, -5.226], [-0.559, 3.638, -5.842], [-0.865, 2.410, -5.266], [-0.267, 2.030, -4.070], [2.927, 1.167, -3.405], [3.762, 1.739, -1.908], [3.414, 2.888, -3.241], [1.629, 4.836, -3.536], [0.572, 5.463, -5.679], [-1.032, 3.927, -6.775], [-1.562, 1.739, -5.755], [-0.494, 1.074, -3.611], [6.394, -2.229, 0.371], [5.496, -1.082, 0.648], [4.408, -0.751, -0.136], [3.638, 0.127, 0.573], [2.542, 0.654, 0.096], [4.262, 0.341, 1.799], [5.414, -0.426, 1.810], [6.455, -0.576, 2.873], [4.321, -1.179, -1.514], [5.467, -1.146, -2.296], [5.430, -1.637, -3.592], [4.248, -2.151, -4.112], [3.088, -2.108, -3.347], [3.119, -1.619, -2.048], [5.948, -2.874, -0.373], [6.518, -2.789, 1.290], [7.365, -1.889, 0.023], [3.919, 1.003, 2.580], [6.251, 0.111, 3.689], [7.450, -0.356, 2.477], [6.478, -1.591, 3.275], [6.386, -0.718, -1.909], [6.331, -1.618, -4.194], [4.230, -2.575, -5.110], [2.151, -2.465, -3.761], [2.212, -1.566, -1.483]], "gap_ev": 5.61, "total_charge": 3, "spin_multiplicity": 1, "e_above_lowest_kcal_mol": 44.45, "homo_energy_ev": -15.49, "lumo_energy_ev": -9.8842, "fmax_ha_per_bohr": 0.0664}

***

(5)
{"formula": "C28H33IN5ReSi", "method": "ωB97M-V/def2-TZVPD", "elements": ["Re", "C", "C", "N", "C", "C", "C", "C", "C", "C", "C", "N", "C", "C", "N", "N", "H", "H", "H", "H", "H", "H", "H", "H", "H", "H", "H", "H", "H", "H", "H", "H", "H", "H", "C", "C", "C", "C", "C", "C", "Si", "C", "C", "C", "C", "C", "C", "H", "H", "H", "H", "H", "H", "H", "H", "H", "H", "H", "I", "C", "C", "C", "C", "C", "N", "H", "H", "H", "H"], "positions_angstrom": [[0.764, 0.176, -0.106], [-0.303, -0.072, 2.825], [-0.794, 1.295, 2.402], [0.023, 1.784, 1.250], [-0.681, 2.862, 0.499], [-1.642, 2.230, -0.463], [-2.760, 2.886, -0.936], [-3.581, 2.229, -1.843], [-3.259, 0.938, -2.231], [-2.121, 0.346, -1.713], [-1.679, -1.029, -2.122], [-0.833, -1.634, -1.084], [-1.569, -2.300, 0.016], [-1.667, -1.401, 1.236], [-0.298, -0.964, 1.635], [-1.327, 0.981, -0.841], [-0.929, -0.480, 3.621], [0.720, -0.015, 3.204], [-0.737, 2.011, 3.223], [-1.834, 1.259, 2.078], [0.837, 2.260, 1.636], [0.069, 3.452, -0.032], [-1.197, 3.525, 1.196], [-2.990, 3.887, -0.597], [-4.467, 2.713, -2.232], [-3.885, 0.394, -2.925], [-1.082, -0.944, -3.034], [-2.540, -1.658, -2.361], [-0.277, -2.342, -1.550], [-1.024, -3.209, 0.283], [-2.564, -2.617, -0.303], [-2.144, -1.932, 2.062], [-2.262, -0.518, 1.015], [0.202, -1.811, 1.899], [3.907, 5.532, 1.106], [2.999, 4.973, 1.996], [2.675, 3.629, 1.899], [3.260, 2.818, 0.917], [4.205, 3.392, 0.052], [4.512, 4.742, 0.138], [2.975, 1.003, 0.681], [4.341, -0.003, 1.349], [4.968, 0.593, 2.466], [5.974, -0.071, 3.148], [6.417, -1.302, 2.688], [5.846, -1.885, 1.557], [4.808, -1.254, 0.906], [4.162, 6.580, 1.183], [2.561, 5.581, 2.775], [2.016, 3.220, 2.662], [4.722, 2.787, -0.683], [5.239, 5.173, -0.536], [1.121, 1.380, -1.191], [4.679, 1.584, 2.794], [6.435, 0.384, 4.013], [7.227, -1.806, 3.199], [6.226, -2.828, 1.191], [4.388, -1.717, 0.024], [3.437, 0.688, -2.700], [2.888, -1.210, -2.056], [3.547, -2.283, -2.649], [3.376, -3.558, -2.148], [2.569, -3.722, -1.025], [1.938, -2.619, -0.508], [2.040, -1.368, -1.022], [4.208, -2.098, -3.484], [3.885, -4.399, -2.601], [2.432, -4.688, -0.559], [1.302, -2.721, 0.359]], "gap_ev": [7.78, 6.48], "total_charge": 3, "spin_multiplicity": 4, "homo_energy_ev": [-16.91, -17.05], "lumo_energy_ev": [-9.1377, -10.5647], "fmax_ha_per_bohr": 0.0100}

***

(6)
{"formula": "C15H19BrSiTi", "method": "ωB97M-V/def2-TZVPD", "elements": ["C", "C", "C", "H", "C", "C", "H", "H", "H", "H", "Ti", "Br", "C", "C", "C", "H", "C", "C", "H", "H", "H", "H", "C", "Si", "C", "C", "C", "C", "H", "H", "H", "H", "H", "H", "H", "H", "H"], "positions_angstrom": [[-1.813, -0.641, -2.524], [-1.878, -1.212, -1.211], [-1.966, -0.138, -0.264], [-1.906, -2.281, -1.014], [-1.940, 1.109, -1.003], [-1.799, 0.782, -2.400], [-1.716, 1.527, -3.189], [-1.838, -1.216, -3.452], [-2.092, -0.250, 0.828], [-2.042, 2.114, -0.591], [0.065, 0.005, -1.400], [1.139, -2.122, -0.997], [1.570, 0.817, -3.295], [0.663, 1.613, -4.089], [-0.220, 0.733, -4.788], [0.693, 2.690, -4.239], [0.174, -0.607, -4.506], [1.304, -0.579, -3.634], [1.977, -1.424, -3.466], [2.463, 1.178, -2.792], [-1.024, 1.040, -5.466], [-0.298, -1.501, -4.924], [2.228, -1.056, 4.029], [0.697, -0.081, 3.643], [-0.812, -1.052, 4.238], [0.725, 1.623, 4.532], [0.666, 0.252, 1.797], [0.546, 0.344, 0.567], [2.359, -1.179, 5.118], [3.129, -0.552, 3.646], [2.195, -2.066, 3.586], [-0.803, -1.170, 5.333], [-1.771, -0.568, 3.997], [-0.848, -2.069, 3.827], [1.662, 2.155, 4.300], [-0.128, 2.225, 4.172], [0.639, 1.558, 5.630]], "gap_ev": [3.55, 5.53], "total_charge": -2, "spin_multiplicity": 3, "e_above_lowest_kcal_mol": 0.00, "homo_energy_ev": [1.57, -0.44], "lumo_energy_ev": [5.1145, 5.0944], "fmax_ha_per_bohr": 0.0568}

***

(7)
{"formula": "C4H6BrClO", "method": "ωB97M-V/def2-TZVPD", "elements": ["C", "C", "C", "C", "O", "Cl", "Br", "H", "H", "H", "H", "H", "H"], "positions_angstrom": [[0.126, -0.552, -0.880], [-0.630, 0.690, -1.588], [-0.545, -0.253, 2.002], [1.332, -0.279, -0.157], [-0.111, -1.717, -1.070], [2.194, -1.552, 0.555], [2.142, 1.395, 0.068], [-1.697, 0.369, -1.892], [-0.182, 0.979, -2.497], [-0.782, 1.591, -0.993], [-0.355, 0.785, 2.018], [-1.477, -0.740, 1.704], [-0.014, -0.716, 2.731]], "gap_ev": [8.68, 7.73], "total_charge": 0, "spin_multiplicity": 1, "e_above_lowest_kcal_mol": 71.12, "homo_energy_ev": [-8.78, -9.15], "lumo_energy_ev": [-0.1014, -1.4129], "fmax_ha_per_bohr": 0.0645}

***

(8)
{"formula": "C51H44BiCl2N5O7S2Te", "method": "ωB97M-V/def2-TZVPD", "elements": ["Bi", "C", "C", "C", "C", "C", "O", "C", "C", "C", "C", "C", "C", "C", "O", "C", "C", "C", "N", "C", "C", "Te", "C", "C", "C", "C", "C", "C", "C", "C", "C", "C", "C", "C", "H", "H", "H", "H", "H", "H", "H", "H", "H", "H", "H", "H", "H", "H", "H", "H", "H", "H", "H", "H", "H", "H", "H", "H", "Cl", "C", "C", "C", "Cl", "C", "C", "C", "C", "N", "C", "C", "O", "H", "H", "H", "H", "O", "S", "O", "O", "C", "N", "C", "C", "C", "N", "C", "C", "C", "N", "C", "C", "H", "H", "H", "H", "H", "H", "C", "C", "S", "O", "C", "C", "H", "H", "H", "H", "H", "H", "H", "H", "H", "H"], "positions_angstrom": [[0.154, 0.317, -0.436], [-4.718, 4.777, 3.422], [-3.721, 4.085, 2.532], [-3.306, 4.623, 1.333], [-2.367, 4.011, 0.511], [-2.182, 4.727, -0.791], [-3.167, 5.219, -1.312], [-0.853, 4.933, -1.413], [0.302, 5.080, -0.653], [1.475, 5.483, -1.267], [1.519, 5.677, -2.641], [0.376, 5.500, -3.406], [-0.811, 5.162, -2.786], [-1.796, 2.748, 0.848], [-0.825, 2.253, 0.065], [-2.330, 2.150, 2.037], [-3.221, 2.843, 2.857], [-2.040, 0.780, 2.475], [-2.289, -0.273, 1.773], [-3.156, -0.161, 0.596], [-3.573, -1.543, 0.121], [-4.990, -1.395, -1.500], [-3.655, -0.235, -2.682], [-2.559, -0.848, -3.280], [-1.693, -0.107, -4.071], [-1.928, 1.244, -4.278], [-3.012, 1.862, -3.671], [-3.873, 1.124, -2.869], [-1.592, 0.622, 3.878], [-1.846, -0.565, 4.568], [-1.481, -0.702, 5.896], [-0.873, 0.354, 6.562], [-0.628, 1.543, 5.889], [-0.984, 1.680, 4.558], [-4.986, 5.752, 3.019], [-4.318, 4.919, 4.427], [-5.626, 4.178, 3.509], [-3.715, 5.567, 0.994], [0.263, 4.923, 0.418], [2.361, 5.658, -0.672], [2.442, 5.986, -3.110], [0.406, 5.653, -4.478], [-1.735, 5.094, -3.341], [-3.568, 2.356, 3.762], [-2.695, 0.390, -0.234], [-4.049, 0.410, 0.871], [-4.084, -2.077, 0.921], [-2.718, -2.134, -0.197], [-2.391, -1.910, -3.141], [-0.843, -0.587, -4.539], [-1.265, 1.808, -4.920], [-3.195, 2.919, -3.808], [-4.716, 1.611, -2.397], [-2.363, -1.358, 4.047], [-1.670, -1.634, 6.412], [-0.610, 0.264, 7.608], [-0.158, 2.369, 6.406], [-0.797, 2.610, 4.038], [3.389, 3.291, -2.947], [3.377, 3.011, -1.259], [4.369, 3.579, -0.454], [4.442, 3.283, 0.881], [5.681, 4.002, 1.841], [3.544, 2.360, 1.457], [3.658, 1.856, 2.766], [2.830, 0.840, 3.176], [1.843, 0.369, 2.316], [1.643, 0.898, 1.120], [2.504, 1.848, 0.638], [2.387, 2.190, -0.730], [1.445, 1.666, -1.488], [5.098, 4.237, -0.905], [4.435, 2.242, 3.410], [2.942, 0.388, 4.150], [1.202, -0.458, 2.585], [9.718, -4.638, -0.726], [9.241, -3.294, -0.975], [8.643, -2.637, 0.171], [10.091, -2.451, -1.793], [7.818, -3.552, -2.120], [7.992, -4.288, -3.215], [6.950, -4.403, -4.022], [5.714, -3.825, -3.743], [5.634, -3.085, -2.573], [6.697, -2.940, -1.785], [4.419, -2.405, -2.072], [3.218, -2.310, -2.772], [2.166, -1.613, -2.207], [2.238, -1.031, -1.011], [3.379, -1.148, -0.325], [4.482, -1.815, -0.808], [7.102, -4.993, -4.920], [4.872, -3.966, -4.407], [3.097, -2.762, -3.746], [1.219, -1.515, -2.728], [3.408, -0.689, 0.654], [5.405, -1.891, -0.246], [2.358, -4.067, 2.607], [1.647, -4.039, 1.263], [0.214, -2.892, 1.334], [0.007, -2.457, -0.083], [-1.093, -4.132, 1.690], [-1.405, -5.010, 0.494], [3.233, -4.713, 2.555], [1.701, -4.443, 3.393], [2.690, -3.067, 2.889], [1.305, -5.027, 0.962], [2.285, -3.631, 0.479], [-1.961, -3.534, 1.969], [-0.754, -4.692, 2.564], [-1.471, -4.396, -0.405], [-2.361, -5.513, 0.636], [-0.643, -5.769, 0.332]], "gap_ev": 5.26, "total_charge": 0, "spin_multiplicity": 1, "e_above_lowest_kcal_mol": 35.59, "homo_energy_ev": -7.21, "lumo_energy_ev": -1.9446, "fmax_ha_per_bohr": 0.0240}